{
  "formula": "C3H3LiO2Tl",
  "method": "wB97M-V/def2-TZVPD",
  "symbols": ["C", "C", "H", "H", "H", "O", "C", "O", "Tl", "Li"],
  "coordinates": [[-2.034998, 0.549054, -0.458423], [-3.244911, 1.100806, -0.263855], [-4.134493, 0.577423, -0.613961], [-1.935019, -0.382408, -1.035135], [-3.379504, 1.977540, 0.374200], [-0.899502, 0.934579, 0.109899], [0.744903, 0.584293, -0.681919], [1.609213, 0.556497, 0.284592], [0.531692, -1.601193, 1.036474], [0.069552, 2.489708, 0.512949]],
  "forces_ev_per_angstrom": [[-0.6, -0.5, 0.2], [0.2, -0.3, 0.2], [0.3, 0.3, -0.1], [-0.1, 0.3, 0.0], [0.1, -0.2, -0.2], [0.0, 1.3, 1.2], [3.8, -1.1, 2.3], [-3.5, 1.0, -2.8], [-0.1, 0.2, -0.3], [-0.1, -1.0, -0.3]],
  "lowdin_charge": [-0.404, -0.020, 0.040, 0.097, 0.041, -0.481, -0.229, -0.469, 0.673, 0.751],
  "homo_energy_ev": [-5.019, -7.933],
  "largest_force_ha_per_bohr": 0.0901,
  "total_charge": 0,
  "multiplicity": 2,
  "homo_lumo_gap_ev": [4.2808, 7.1367]
}

{
  "formula": "C3H3LiO3Pr",
  "method": "wB97M-V/def2-TZVPD",
  "symbols": ["H", "C", "C", "O", "C", "O", "O", "H", "H", "Pr", "Li"],
  "coordinates": [[-0.071504, 1.102605, -0.827215], [1.337608, -0.522439, -0.859828], [0.099909, 0.063600, -0.274038], [0.215625, 0.135917, 1.160851], [-0.860942, 0.115308, 1.909812], [-2.005264, 0.086601, 1.368136], [1.698637, -0.091626, -2.041049], [1.587823, -1.556988, -0.567679], [-0.822321, -0.489210, -0.526000], [-2.714973, 0.113219, 4.006066], [1.535402, 1.043013, -3.349056]],
  "forces_ev_per_angstrom": [[0.4, -1.8, 1.7], [-1.0, 0.1, -5.7], [-0.6, 2.8, -0.5], [1.0, 0.1, -1.0], [-2.5, 0.0, 1.5], [0.6, 0.0, 1.0], [-0.8, -1.8, 5.4], [1.0, 0.7, 0.3], [0.6, -0.4, -0.1], [1.2, 0.0, -1.9], [0.2, 0.3, -0.5]],
  "lowdin_charge": [0.178, -0.036, -0.141, -0.058, -0.467, -0.185, -0.129, 0.164, 0.146, 1.658, 0.869],
  "homo_energy_ev": [-14.826, -14.979],
  "largest_force_ha_per_bohr": 0.1120,
  "total_charge": 2,
  "multiplicity": 4,
  "homo_lumo_gap_ev": [7.2571, 7.4242]
}

{
  "formula": "C3H3LiO4",
  "method": "wB97M-V/def2-TZVPD",
  "symbols": ["C", "C", "O", "O", "H", "H", "Li", "O", "O", "C", "H"],
  "coordinates": [[-2.269073, -0.475737, -0.436285], [-1.173029, -1.502091, -0.273829], [-0.074687, -1.031676, 0.373335], [-2.135345, 0.654845, -0.011998], [-3.184184, -0.786902, -0.972911], [-1.552284, -2.404192, 0.253046], [-0.411652, 1.079595, 0.856136], [3.364785, 0.454061, -0.665705], [1.430898, 1.417539, 0.094778], [2.274555, 0.787077, -0.422070], [-0.871499, -1.915752, -1.261349]],
  "forces_ev_per_angstrom": [[-0.2, 0.3, -0.1], [0.0, -0.3, -0.2], [-0.2, 0.1, 0.1], [0.2, -0.4, 0.0], [0.1, 0.1, 0.2], [0.1, 0.1, -0.1], [0.1, -0.1, -0.2], [-2.2, -0.7, -0.7], [-1.6, -0.7, -0.6], [3.8, 1.4, 1.4], [-0.1, 0.0, 0.2]],
  "lowdin_charge": [-0.163, -0.223, 0.023, 0.007, 0.155, 0.177, 0.807, 0.276, 0.114, -0.345, 0.172],
  "homo_energy_ev": [-15.822, -15.706],
  "largest_force_ha_per_bohr": 0.0833,
  "total_charge": 1,
  "multiplicity": 2,
  "homo_lumo_gap_ev": [11.7490, 8.3048]
}

{
  "formula": "C3H3N",
  "method": "wB97M-V/def2-TZVPD",
  "symbols": ["C", "C", "C", "N", "H", "H", "H"],
  "coordinates": [[1.389767, 0.873180, 0.219485], [0.540906, -0.093871, 0.552408], [-0.668972, -0.352433, -0.201607], [-1.666739, -0.641008, -0.718068], [2.238789, 1.185453, 0.844151], [1.244380, 1.446328, -0.677146], [0.613810, -0.705987, 1.437755]],
  "forces_ev_per_angstrom": [[0.3, 0.1, 0.5], [-0.5, 0.3, -0.2], [-0.7, -0.5, -0.4], [1.2, 0.4, 0.5], [-0.4, -0.5, -0.3], [-0.1, 0.1, -0.2], [0.3, 0.1, 0.2]],
  "lowdin_charge": [0.031, -0.171, -0.236, 0.139, 0.074, 0.065, 0.098],
  "homo_energy_ev": -10.674,
  "largest_force_ha_per_bohr": 0.0259,
  "total_charge": 0,
  "multiplicity": 1,
  "smiles": "C=CC#N",
  "homo_lumo_gap_ev": 11.0585
}

{
  "formula": "C3H3N2",
  "method": "wB97M-V/def2-TZVPD",
  "symbols": ["C", "C", "C", "N", "N", "H", "H", "H"],
  "coordinates": [[-1.431289, 0.207766, -0.060573], [2.322327, -0.522151, 0.434391], [-0.701778, 1.222012, -0.560734], [-2.229764, -0.623318, 0.258224], [1.398123, 0.107995, 0.206187], [-2.563926, -1.592838, 0.041386], [3.277725, -0.941187, 0.460759], [-0.071416, 2.141724, -0.779643]],
  "forces_ev_per_angstrom": [[-0.1, 1.1, -1.3], [-0.7, 1.0, -0.7], [0.5, -1.0, 1.0], [0.9, -0.2, 0.0], [-0.6, 0.0, 0.2], [0.4, 1.4, 0.1], [0.9, -0.8, 0.4], [-1.4, -1.5, 0.4]],
  "lowdin_charge": [-0.154, 0.054, 0.312, 0.308, 0.103, 0.179, 0.073, 0.126],
  "homo_energy_ev": [-15.665, -15.582],
  "largest_force_ha_per_bohr": 0.0398,
  "total_charge": 1,
  "multiplicity": 1,
  "homo_lumo_gap_ev": [7.7305, 7.7118]
}

{
  "formula": "C3H3N2",
  "method": "wB97M-V/def2-TZVPD",
  "symbols": ["C", "C", "C", "N", "N", "H", "H", "H"],
  "coordinates": [[0.136490, 1.968436, -0.053962], [0.360262, -1.587187, -0.390143], [-0.112278, 0.678557, 0.333696], [0.182406, 3.078082, -0.383153], [0.240567, -0.411673, -0.042263], [-0.441000, -1.902568, -0.963494], [1.221624, -2.189912, -0.173339], [-1.588071, 0.366265, 1.672659]],
  "forces_ev_per_angstrom": [[-0.1, 1.9, -0.7], [0.9, -0.7, -0.1], [-2.5, -0.4, 2.7], [0.1, -0.7, 0.3], [0.6, 0.7, 0.4], [-1.3, -1.3, -1.5], [0.3, -0.2, 0.4], [2.1, 0.7, -1.6]],
  "lowdin_charge": [-0.148, 0.207, -0.032, 0.284, 0.083, 0.119, 0.142, 0.344],
  "homo_energy_ev": [-16.630, -16.294],
  "largest_force_ha_per_bohr": 0.0730,
  "total_charge": 1,
  "multiplicity": 1,
  "homo_lumo_gap_ev": [8.4759, 9.0841]
}

{
  "formula": "C3H3N2O",
  "method": "wB97M-V/def2-TZVPD",
  "symbols": ["C", "C", "C", "N", "N", "O", "H", "H", "H"],
  "coordinates": [[-0.911608, -0.142042, 0.210999], [0.003354, 0.987439, 0.050008], [-0.077996, -1.273547, 0.069816], [1.205981, 0.846438, -0.090561], [0.818545, -1.998701, 0.002759], [2.259655, 0.440360, -0.003184], [-1.898383, 0.017011, 0.780216], [-0.326840, 2.001659, -0.289674], [-1.072711, -0.878613, -0.730379]],
  "forces_ev_per_angstrom": [[-1.6, -1.3, -0.7], [-2.7, 3.5, -1.9], [2.1, -2.4, 4.1], [1.8, -1.6, 0.9], [-0.2, -0.3, -0.7], [0.8, 0.6, -0.4], [1.9, -0.7, -0.7], [0.0, -0.5, 0.7], [-2.1, 2.8, -1.4]],
  "lowdin_charge": [-0.034, 0.015, -0.312, 0.069, 0.259, 0.392, 0.198, 0.213, 0.200],
  "homo_energy_ev": -15.754,
  "largest_force_ha_per_bohr": 0.1018,
  "total_charge": 1,
  "multiplicity": 1,
  "homo_lumo_gap_ev": 7.3650
}

{
  "formula": "C3H3N2O",
  "method": "wB97M-V/def2-TZVPD",
  "symbols": ["N", "C", "C", "C", "N", "O", "H", "H", "H"],
  "coordinates": [[-0.091137, -3.385641, -0.059885], [-0.038729, -2.244916, 0.072313], [-0.052908, -0.727664, 0.035526], [1.107934, 0.422985, -0.076338], [2.280824, 0.072463, -0.041689], [3.357693, -0.308041, -0.010003], [-0.569205, -0.476242, 0.865478], [-0.562249, -0.602615, -0.826996], [0.841002, 1.332362, -0.353763]],
  "forces_ev_per_angstrom": [[-0.1, 0.3, 0.2], [1.8, 1.4, -0.3], [2.7, -2.1, 0.2], [-0.1, -6.5, 1.0], [1.7, -0.4, -0.1], [-1.0, 0.3, 0.1], [-1.9, 1.4, 2.6], [-2.0, 1.2, -2.7], [-1.2, 4.3, -1.0]],
  "lowdin_charge": [0.207, -0.149, 0.014, 0.143, 0.082, 0.389, 0.089, 0.091, 0.133],
  "homo_energy_ev": -16.796,
  "largest_force_ha_per_bohr": 0.1284,
  "total_charge": 1,
  "multiplicity": 1,
  "smiles": "N#CCC=[N+]=O",
  "homo_lumo_gap_ev": 8.3549
}